Entry 1:
A structure of composition C18H29InN2 at a distorted geometry, computed with the ωB97M-V functional and the def2-TZVPD basis.

The frontier orbital gap (alpha / beta) comes out at 5.30 / 5.13 eV. As for the energy above the lowest of the compared OMol25 structures with the same formula, charge and spin: 0.0 kcal/mol. The largest force on an atom comes out at 0.0569 Eh/bohr. As for the HOMO energy (alpha / beta): -14.5 / -14.4 eV. As for the lowest unoccupied orbital energy (alpha / beta): -9.17 / -9.28 eV. The total energy is -27271.6410 eV. The net charge is +2.

Element x y z (Å)
C (1.605400, 2.645894, -1.553641)
H (2.541580, 2.904871, -1.017783)
H (1.955411, 1.969552, -2.319766)
H (2.238539, 1.140449, 1.339768)
C (0.479653, 3.626177, -1.501336)
H (-0.534519, 3.333293, -1.798633)
H (0.334563, 3.985947, -0.467074)
C (0.854902, 4.757291, -2.452820)
H (-0.016637, 5.404440, -2.579102)
H (1.702859, 5.339511, -2.050938)
H (1.125139, 4.370202, -3.454698)
C (-0.806671, -2.056207, -0.256084)
C (-1.432942, -1.195329, -1.183271)
C (-0.462634, -0.787198, -2.145650)
C (0.769424, -1.392316, -1.801443)
C (0.549364, -2.181903, -0.633021)
C (1.556208, -3.009778, 0.046052)
C (2.027021, -1.281260, -2.577783)
C (-0.691961, 0.007133, -3.376077)
C (-2.865941, -0.863012, -1.217032)
C (-1.458193, -2.792614, 0.830991)
In (1.071916, 1.162227, -0.037765)
H (2.869589, -1.692636, -2.001923)
H (1.940335, -1.841481, -3.530399)
H (2.238529, -0.223872, -2.820679)
H (2.567190, -2.774282, -0.327735)
H (1.529364, -2.840005, 1.138742)
H (1.357192, -4.084734, -0.138484)
H (-2.334169, -2.249642, 1.178605)
H (-1.778829, -3.778388, 0.478533)
H (-0.772174, -2.941546, 1.663458)
H (-3.045287, -0.011815, -1.891495)
H (-3.456425, -1.723094, -1.586023)
H (-3.231446, -0.614387, -0.207627)
H (0.076415, 0.796704, -3.489239)
H (-0.634416, -0.642102, -4.276074)
H (-1.690169, 0.472778, -3.347190)
N (-0.909007, -0.276823, 5.792238)
C (-0.664482, -0.203005, 4.472336)
C (0.604406, -0.590088, 3.962281)
C (0.899666, -0.332992, 2.630393)
N (0.041549, 0.338052, 1.807298)
C (-1.230994, 0.548363, 2.228830)
C (-1.627233, 0.306950, 3.547282)
H (-0.170009, -0.616999, 6.441363)
H (-1.783782, 0.020299, 6.228231)
H (1.362406, -1.013359, 4.650050)
H (1.863874, -0.621758, 2.217723)
H (-1.930568, 0.929676, 1.491299)
H (-2.634008, 0.572816, 3.895313)

Cartesian forces (eV/Å) of the 3 atoms listed first:
0.169 -2.248 1.863
-0.656 0.447 -0.151
-0.643 0.664 -1.232

Here are the Löwdin charges for atoms 1 to 2, given in e:
1 C -0.25
2 H 0.07


Entry 2:
A structure of composition C22H20N5OSV at a distorted geometry, computed with the ωB97M-V functional and the def2-TZVPD basis.

The frontier orbital gap (alpha / beta) comes out at 7.56 / 7.56 eV. As for the expectation value of S²: 2.013. The largest force on an atom comes out at 0.0264 Eh/bohr. As for the HOMO energy (alpha / beta): -14.3 / -14.3 eV. As for the lowest unoccupied orbital energy (alpha / beta): -6.76 / -6.77 eV. As for the multiplicity: 3. The total energy is -69147.2105 eV. The net charge is +2.

Element x y z (Å)
V (-0.719267, 0.479581, -0.450470)
C (-3.379869, 3.139238, 1.154839)
C (-3.666638, 2.605954, 2.421110)
C (-3.236019, 1.345160, 2.748837)
C (-2.495520, 0.585675, 1.836306)
N (-2.201107, 1.123493, 0.615168)
C (-2.665257, 2.369273, 0.292503)
N (-2.143082, -0.697437, 2.225805)
C (-1.507796, -1.512293, 1.464917)
N (-0.996116, -1.213572, 0.202199)
C (-0.554604, -2.377255, -0.422647)
N (-0.113749, -2.452325, -1.628126)
C (-0.088774, -1.379875, -2.500712)
C (0.601548, -1.559320, -3.709379)
C (0.662065, -0.547521, -4.633122)
C (-0.010498, 0.664876, -4.394857)
C (-0.694243, 0.789754, -3.227590)
N (-0.702865, -0.181726, -2.262975)
C (-0.676958, -3.470409, 0.553627)
C (-0.322867, -4.799385, 0.465154)
C (-0.538605, -5.589400, 1.591481)
C (-1.099442, -5.058265, 2.750531)
C (-1.468019, -3.716797, 2.827525)
C (-1.240287, -2.939355, 1.713528)
H (-3.725133, 4.118213, 0.855696)
H (-4.240503, 3.184142, 3.133929)
H (-3.456808, 0.889179, 3.703322)
H (-2.439459, 2.723080, -0.708672)
H (1.066555, -2.520817, -3.873290)
H (1.208192, -0.690209, -5.556909)
H (-0.025013, 1.461997, -5.123675)
H (-1.286505, 1.675179, -3.022443)
H (0.104975, -5.209838, -0.440029)
H (-0.265928, -6.635957, 1.566155)
H (-1.252144, -5.701165, 3.606996)
H (-1.912081, -3.301087, 3.722355)
O (0.927593, 1.223727, -0.076417)
S (1.773208, 2.464384, -0.589333)
C (3.371649, 1.728586, -1.008750)
C (4.405058, 2.522840, -0.213334)
C (3.793585, 2.729388, 1.169783)
C (2.376684, 3.249866, 0.927156)
H (3.495850, 1.745371, -2.089129)
H (3.279090, 0.699395, -0.655481)
H (4.600098, 3.483447, -0.693730)
H (5.346680, 1.978043, -0.181766)
H (4.356407, 3.448775, 1.760583)
H (3.763515, 1.791203, 1.723759)
H (2.346931, 4.322833, 0.730531)
H (1.645471, 3.011356, 1.699044)

Cartesian forces (eV/Å) of the 3 atoms listed first:
-0.051 0.643 -0.161
-0.152 -0.012 0.178
-0.038 0.071 0.009

Here are the Löwdin charges for atoms 1 to 2, given in e:
1 V 1.02
2 C -0.02


Entry 3:
A structure of composition C7H25BeN12O9 at a distorted geometry, computed with the ωB97M-V functional and the def2-TZVPD basis.

The frontier orbital gap (alpha / beta) comes out at 7.93 / 4.14 eV. As for the energy above the lowest of the compared OMol25 structures with the same formula, charge and spin: 50.9 kcal/mol. As for the expectation value of S²: 0.761. The largest force on an atom comes out at 0.1934 Eh/bohr. As for the HOMO energy (alpha / beta): -14.5 / -14.5 eV. As for the lowest unoccupied orbital energy (alpha / beta): -6.57 / -10.37 eV. As for the multiplicity: 2. The total energy is -44360.2346 eV. The net charge is +2.

Element x y z (Å)
Be (0.226269, -0.264598, 0.162842)
O (4.647799, -0.310008, 1.089972)
C (3.341989, -0.298768, 0.741982)
O (2.863249, -0.720368, -0.316178)
O (2.509759, 0.227132, 1.505292)
H (5.005589, -0.707848, 0.292912)
C (-0.504031, -3.654018, -1.224628)
O (-0.338331, -2.513548, -0.891858)
N (-0.615501, -4.652568, -0.331898)
N (-0.729511, -4.105238, -2.337568)
H (-0.770131, -5.623148, -0.564638)
H (-0.633241, -4.336468, 0.627202)
H (-1.011731, -5.074728, -2.314348)
H (-0.493381, -3.564688, -3.157418)
C (-2.763981, 0.733672, -1.568518)
O (-2.016511, 0.150662, -0.854248)
N (-3.344381, 1.887002, -1.376418)
N (-3.335721, 0.236802, -2.595818)
H (-4.130241, 2.101232, -1.973608)
H (-3.148591, 2.497362, -0.595888)
H (-3.185241, -0.754678, -2.715968)
H (-3.953461, 0.767882, -3.192858)
C (-1.049181, 1.134532, 2.907022)
O (-1.274721, 0.423012, 1.958772)
N (-1.848281, 1.801562, 3.643502)
N (0.189819, 1.574632, 3.092012)
H (-1.611181, 2.197782, 4.541782)
H (-2.826401, 1.766102, 3.394292)
H (0.424539, 2.220442, 3.832242)
H (0.929759, 1.346742, 2.443432)
C (-0.319261, 3.339792, -0.401608)
O (-0.134931, 2.240042, -0.131808)
N (-0.480931, 3.779732, -1.559778)
N (-0.374951, 4.312222, 0.440012)
H (-0.276591, 3.135412, -2.310238)
H (-0.943271, 4.668252, -1.689678)
H (-0.209101, 5.239022, 0.074452)
H (-0.348901, 4.138152, 1.434562)
C (1.551109, 1.139622, -2.714418)
O (0.625369, 0.507522, -2.195028)
N (2.766329, 1.140822, -2.198528)
N (1.423929, 1.772662, -3.797638)
H (3.388629, 1.912252, -2.392758)
H (2.871839, 0.638342, -1.328768)
H (0.524509, 1.725792, -4.254748)
H (2.293309, 2.173672, -4.119268)
C (0.624179, -2.960268, 2.499942)
O (0.057759, -2.235708, 1.702732)
N (1.740029, -3.607018, 2.293072)
N (0.172639, -3.282318, 3.646762)
H (2.303809, -3.233938, 1.542702)
H (2.199739, -4.313428, 2.849632)
H (0.719999, -3.707538, 4.381392)
H (-0.730231, -3.008988, 4.007612)

Cartesian forces (eV/Å) of the 3 atoms listed first:
-3.019 -0.156 -0.910
-2.892 -0.127 -0.951
3.031 0.416 1.640

Here are the Löwdin charges for atoms 1 to 2, given in e:
1 Be 1.03
2 O 0.24